[1]
Molecular formula: C40H81BCl20O4
Method: DFT, ωB97M-V/def2-TZVPD

Results
- LUMO level (eV) = 0.271
- HOMO level (eV) = -9.8
- Kohn-Sham gap (eV) = 10.07
- structure (SMILES) = CCCCCCCCCCCCCCCC[C@@H](OC=O)B(O)OCC.ClCCCl.ClCCCl.ClCCCl.ClCCCl.ClCCCl.ClCCCl.ClCCCl.ClCCCl.ClCCCl.ClCCCl

Geometry as ORCA input:
```
! wB97M-V def2-TZVPD RIJCOSX def2/J DEFGRID3
* xyz 0 1
C 4.24 2.78 1.32
C 3.11 3.19 0.24
C 3.60 2.87 -1.24
C 3.90 1.31 -1.54
C 2.97 0.27 -0.74
C 3.72 -1.18 -0.86
C 4.93 -1.27 0.20
C 4.62 -2.19 1.48
C 4.08 -3.67 1.11
C 2.66 -3.87 1.86
C 1.71 -4.96 1.16
C 1.12 -4.50 -0.26
C -0.19 -3.54 -0.12
C 0.05 -2.10 -0.80
C -1.14 -1.59 -1.74
C -2.62 -1.97 -1.25
C -3.62 -0.69 -1.25
O -4.94 -1.14 -1.69
C -5.50 -2.12 -0.84
O -6.69 -1.93 -0.46
B -3.61 0.15 0.14
O -2.35 0.72 0.62
O -4.76 0.37 0.98
C -5.05 1.79 1.15
C -5.42 2.00 2.71
H 5.30 2.93 0.89
H 4.17 1.67 1.61
H 4.11 3.37 2.31
H 2.15 2.62 0.51
H 2.85 4.30 0.40
H 4.62 3.43 -1.37
H 2.91 3.34 -2.03
H 5.00 1.06 -1.42
H 3.66 1.14 -2.66
H 2.88 0.47 0.38
H 1.94 0.16 -1.25
H 4.20 -1.21 -1.90
H 2.99 -2.05 -0.79
H 5.92 -1.57 -0.30
H 5.11 -0.20 0.60
H 5.63 -2.34 2.02
H 3.92 -1.69 2.23
H 4.01 -3.83 -0.02
H 4.78 -4.45 1.56
H 2.89 -4.25 2.92
H 2.08 -2.88 1.89
H 2.29 -5.95 1.07
H 0.86 -5.19 1.91
H 1.95 -4.05 -0.89
H 0.75 -5.46 -0.80
H -1.08 -4.11 -0.55
H -0.37 -3.43 1.01
H 0.26 -1.36 0.06
H 0.97 -2.21 -1.48
H -0.92 -2.00 -2.80
H -1.05 -0.44 -1.85
H -2.67 -2.43 -0.21
H -3.03 -2.75 -1.99
H -3.23 0.04 -2.07
H -4.99 -3.08 -0.51
H -1.99 0.05 1.23
H -6.00 2.02 0.56
H -4.21 2.48 0.82
H -6.14 1.20 3.08
H -5.90 3.02 2.89
H -4.47 1.94 3.35
Cl -10.03 -3.47 -2.96
C -9.29 -1.96 -2.37
C -10.31 -1.04 -1.74
Cl -11.45 -0.36 -2.93
H -8.79 -1.48 -3.21
H -8.54 -2.24 -1.63
H -9.81 -0.19 -1.27
H -10.90 -1.55 -0.97
Cl -2.26 1.12 -4.73
C -3.84 1.65 -5.38
C -4.90 0.58 -5.24
Cl -4.60 -0.82 -6.30
H -3.69 1.94 -6.42
H -4.13 2.54 -4.82
H -5.87 0.99 -5.52
H -4.97 0.22 -4.21
Cl 4.17 5.75 2.50
C 4.32 6.37 4.17
C 4.35 5.26 5.19
Cl 2.78 4.43 5.33
H 3.50 7.06 4.35
H 5.25 6.94 4.21
H 4.58 5.67 6.18
H 5.11 4.51 4.95
Cl 5.91 2.99 -3.36
C 6.13 4.23 -4.62
C 4.96 5.19 -4.68
Cl 3.47 4.41 -5.28
H 6.28 3.72 -5.57
H 7.04 4.77 -4.38
H 5.19 6.01 -5.37
H 4.74 5.62 -3.70
Cl 3.75 -6.52 -2.02
C 4.06 -8.21 -1.56
C 2.80 -8.93 -1.12
Cl 2.19 -8.31 0.44
H 4.82 -8.22 -0.78
H 4.48 -8.71 -2.44
H 3.01 -9.99 -0.98
H 2.00 -8.84 -1.86
Cl 0.77 -3.85 -5.01
C 1.10 -5.54 -4.56
C -0.15 -6.27 -4.11
Cl -0.76 -5.65 -2.55
H 1.87 -5.54 -3.78
H 1.52 -6.03 -5.44
H 0.07 -7.33 -3.96
H -0.95 -6.18 -4.84
Cl -1.50 -7.57 0.79
C -3.06 -7.04 0.12
C -4.13 -8.10 0.24
Cl -3.82 -9.49 -0.82
H -2.90 -6.74 -0.92
H -3.36 -6.15 0.68
H -5.10 -7.69 -0.06
H -4.22 -8.47 1.26
Cl 5.39 8.20 -0.37
C 3.82 8.72 -1.03
C 2.76 7.65 -0.88
Cl 3.07 6.25 -1.94
H 3.97 9.01 -2.07
H 3.53 9.61 -0.47
H 1.79 8.06 -1.17
H 2.68 7.29 0.14
Cl -5.79 1.88 5.76
C -6.54 0.52 6.64
C -7.82 0.05 5.99
Cl -9.13 1.25 6.12
H -6.71 0.84 7.67
H -5.80 -0.29 6.66
H -8.17 -0.86 6.47
H -7.66 -0.17 4.93
Cl 5.02 9.01 7.00
C 4.05 10.45 6.62
C 2.58 10.13 6.47
Cl 2.25 9.16 5.01
H 4.46 10.91 5.72
H 4.20 11.15 7.45
H 2.00 11.05 6.38
H 2.20 9.58 7.34
*
```

---

[2]
Molecular formula: C40H82GeKN2O12S4Si4
Method: DFT, ωB97M-V/def2-TZVPD

Results
- LUMO level (spin up / spin down) (eV) = 3.443 / 3.442
- HOMO level (spin up / spin down) (eV) = -1.2 / -2.8
- <S²> = 0.754
- Kohn-Sham gap (spin up / spin down) (eV) = 4.66 / 6.20

Geometry as ORCA input:
```
! wB97M-V def2-TZVPD RIJCOSX def2/J DEFGRID3
* xyz -2 2
K 0.57 0.47 0.44
C -1.91 -0.59 -1.37
C -1.39 0.38 -2.41
O -0.16 0.91 -1.95
C 0.22 2.14 -2.54
C 1.39 2.72 -1.74
O 1.14 2.70 -0.35
C 0.60 3.84 0.28
C -0.91 3.98 0.08
O -1.63 2.76 0.21
C -2.27 2.52 1.47
C -1.38 1.99 2.58
O -1.00 0.67 2.25
C -0.30 -0.02 3.29
C -0.30 -1.50 2.94
O 0.44 -1.72 1.74
C -0.06 -2.76 0.92
C -1.27 -2.35 0.11
O -0.86 -1.48 -0.96
H -2.75 -1.17 -1.78
H -2.26 -0.04 -0.50
H -2.13 1.19 -2.53
H -1.24 -0.11 -3.38
H -0.64 2.82 -2.54
H 0.55 1.99 -3.58
H 1.59 3.74 -2.08
H 2.28 2.11 -1.90
H 1.10 4.75 -0.08
H 0.85 3.73 1.34
H -1.12 4.35 -0.92
H -1.29 4.72 0.79
H -3.04 1.77 1.27
H -2.76 3.44 1.80
H -1.97 1.98 3.50
H -0.49 2.62 2.73
H -0.85 0.09 4.23
H 0.71 0.37 3.40
H -1.34 -1.81 2.81
H 0.13 -2.07 3.77
H -0.30 -3.64 1.52
H 0.75 -3.02 0.23
H -1.99 -1.83 0.75
H -1.75 -3.24 -0.32
C 3.37 -2.59 -5.04
Si 3.73 -1.16 -3.85
C 3.09 0.39 -4.70
C 5.59 -1.03 -3.71
Ge 0.26 -2.53 -2.92
Si 1.07 -4.66 -1.98
C 2.66 -4.53 -0.98
C 1.55 -5.75 -3.44
C -0.14 -5.73 -0.99
Si -2.02 -3.47 -3.44
C -2.90 -2.19 -4.53
C -1.71 -4.89 -4.67
C -3.38 -4.09 -2.29
H 3.97 -2.49 -5.94
H 2.32 -2.61 -5.34
H 3.61 -3.54 -4.58
H 3.50 0.48 -5.71
H 3.38 1.27 -4.12
H 2.00 0.36 -4.77
H 6.03 -0.59 -4.61
H 6.05 -2.01 -3.56
H 5.85 -0.40 -2.86
H 3.43 -4.09 -1.61
H 2.96 -5.53 -0.67
H 2.60 -3.90 -0.10
H 2.34 -5.30 -4.04
H 0.72 -5.98 -4.11
H 1.93 -6.69 -3.03
H -0.60 -5.23 -0.15
H 0.40 -6.61 -0.61
H -0.94 -6.08 -1.64
H -2.19 -1.69 -5.20
H -3.39 -1.41 -3.96
H -3.66 -2.67 -5.15
H -0.79 -4.75 -5.24
H -2.54 -4.96 -5.38
H -1.62 -5.85 -4.15
H -3.71 -3.33 -1.58
H -3.07 -4.95 -1.71
H -4.25 -4.37 -2.89
O 3.86 0.72 -1.44
S 3.20 -0.61 -1.09
N 2.94 -1.51 -2.36
C 7.07 1.34 1.11
C 6.33 2.25 2.09
C 7.31 2.95 3.02
C 5.52 3.27 1.30
O 5.51 1.40 2.86
Si 4.10 1.62 3.71
S 2.50 2.17 2.58
O 3.96 0.19 4.55
C 4.17 -1.14 4.10
C 3.77 -1.33 2.65
C 3.30 -2.01 5.01
C 5.64 -1.49 4.29
O 4.55 2.71 4.88
C 3.94 3.10 6.09
C 3.93 4.62 6.11
C 4.80 2.55 7.23
C 2.51 2.57 6.22
H 7.80 1.91 0.53
H 6.36 0.88 0.43
H 7.59 0.56 1.66
H 7.95 3.64 2.47
H 7.94 2.21 3.52
H 6.77 3.50 3.79
H 6.19 3.85 0.66
H 4.99 3.96 1.97
H 4.77 2.77 0.69
H 2.73 -1.05 2.49
H 3.89 -2.37 2.36
H 4.38 -0.72 1.99
H 2.25 -1.74 4.89
H 3.57 -1.86 6.05
H 3.42 -3.07 4.76
H 6.26 -0.82 3.70
H 5.83 -2.52 3.98
H 5.92 -1.38 5.34
H 4.95 5.00 6.00
H 3.52 5.01 7.05
H 3.34 5.00 5.28
H 5.79 2.99 7.19
H 4.89 1.47 7.11
H 4.35 2.77 8.20
H 1.91 2.88 5.36
H 2.06 2.95 7.14
H 2.50 1.48 6.25
O -4.15 -0.51 6.56
S -3.38 -1.14 5.52
O -1.99 -1.42 5.80
N -3.53 -0.35 4.11
C -4.12 -1.07 3.18
S -4.41 -0.63 1.59
C -4.53 -2.45 3.68
C -5.17 -3.47 2.98
C -5.43 -4.65 3.66
C -5.07 -4.81 4.99
C -4.43 -3.79 5.69
C -4.18 -2.62 4.99
H -5.43 -3.32 1.94
H -5.92 -5.46 3.13
H -5.28 -5.75 5.49
H -4.13 -3.91 6.72
*
```